# 1
{
  "formula": "C36H29MnNO2S3",
  "method": "wB97M-V/def2-TZVPD",
  "elements": ["Mn", "C", "C", "C", "C", "C", "C", "C", "S", "O", "C", "C", "C", "C", "C", "C", "C", "C", "C", "C", "C", "C", "C", "C", "C", "C", "C", "C", "C", "C", "S", "O", "C", "C", "C", "C", "C", "C", "C", "H", "H", "H", "H", "H", "H", "H", "H", "H", "H", "H", "H", "H", "H", "H", "H", "H", "H", "H", "H", "H", "H", "H", "H", "H", "H", "S", "C", "N", "C", "H", "H", "H"],
  "positions_angstrom": [[1.55952, -1.17725, -1.06357], [-5.54800, 1.47890, -6.30053], [-4.64485, 1.06414, -5.17958], [-3.50267, 1.79105, -4.86298], [-2.72849, 1.45162, -3.76609], [-3.09591, 0.36100, -2.99927], [-4.20321, -0.40205, -3.32101], [-4.97039, -0.05171, -4.41308], [-2.25472, 0.03348, -1.42611], [-3.28210, -0.64786, -0.62410], [-1.12676, -1.22749, -2.12664], [-0.04713, -0.67217, -2.82998], [0.92668, -1.52243, -3.38143], [0.66349, -2.93019, -3.43413], [1.43551, -3.76606, -4.25465], [1.15096, -5.10557, -4.36841], [0.12896, -5.66397, -3.60241], [-0.62437, -4.87850, -2.75914], [-0.43079, -3.48639, -2.70934], [-1.29054, -2.59471, -1.97226], [-2.25920, -3.16043, -1.01867], [-3.30075, -4.03093, -1.42982], [-3.63287, -4.19507, -2.79293], [-4.65745, -5.01997, -3.16440], [-5.38515, -5.72739, -2.19348], [-5.10420, -5.56404, -0.86515], [-4.06925, -4.70160, -0.44327], [-3.78368, -4.48080, 0.92000], [-2.84431, -3.55979, 1.30121], [-2.09921, -2.89013, 0.32813], [-0.99297, -1.47673, 0.65061], [0.41393, -2.03025, 0.63822], [-1.47881, -1.05397, 2.32721], [-2.82630, -0.75166, 2.47794], [-3.28400, -0.23058, 3.66909], [-2.40101, 0.05152, 4.70814], [-2.90608, 0.71824, 5.95236], [-1.04983, -0.22362, 4.52429], [-0.58019, -0.76256, 3.33605], [-5.30837, 2.47671, -6.65979], [-6.58467, 1.47044, -5.96721], [-5.46698, 0.78184, -7.13391], [-3.23089, 2.64956, -5.45865], [-1.86491, 2.04304, -3.49468], [-4.47182, -1.23630, -2.69024], [-5.84764, -0.62878, -4.66459], [-0.04131, 0.39322, -3.03792], [1.67753, -1.11962, -4.05843], [2.26052, -3.33341, -4.80089], [1.71925, -5.72194, -5.04873], [-0.06624, -6.72317, -3.67436], [-1.38652, -5.34454, -2.15432], [-3.05969, -3.65428, -3.53378], [-4.90808, -5.14152, -4.20910], [-6.18563, -6.38301, -2.50816], [-5.67910, -6.08958, -0.11664], [-4.35087, -5.02846, 1.65782], [-2.66322, -3.35116, 2.34516], [-3.49991, -0.90775, 1.65141], [-4.33574, -0.01426, 3.78538], [-3.89805, 0.35709, 6.22123], [-2.98380, 1.78970, 5.75947], [-2.23312, 0.56942, 6.79460], [-0.34105, 0.00536, 5.30654], [0.47392, -0.93988, 3.18171], [0.26809, 2.50505, 1.02329], [1.07789, 1.44035, 0.17915], [1.65995, 0.65303, -0.48427], [3.59678, -1.72040, -1.19405], [3.96643, -1.82405, -0.16354], [4.24200, -0.99811, -1.70438], [3.71082, -2.69073, -1.69164]],
  "atomic_forces_ev_per_a": [[1.09, -1.10, 0.23], [0.00, -0.04, -0.08], [0.04, 0.09, 0.00], [-0.08, -0.05, -0.06], [0.04, -0.11, 0.09], [0.25, 0.19, 0.37], [-0.04, -0.14, 0.04], [0.15, 0.07, 0.01], [0.23, 0.23, -1.27], [-0.81, -0.07, 0.40], [-0.50, -0.46, 0.16], [0.87, -0.68, -1.03], [-1.46, 0.50, -0.53], [-0.24, 0.07, 0.21], [0.20, -0.35, -0.05], [0.26, 0.51, -0.17], [-0.32, 0.11, 0.39], [0.17, -0.47, -0.17], [0.38, 0.58, 0.04], [0.19, 0.67, -0.49], [-0.20, -0.19, 0.66], [-0.08, 0.06, 0.29], [-0.16, -0.12, -0.21], [0.29, 0.19, -0.15], [-0.16, -0.05, 0.33], [-0.16, -0.17, -0.21], [0.23, 0.17, -0.20], [0.10, 0.17, 0.07], [-0.12, -0.28, 0.16], [0.26, 0.34, -0.58], [-0.02, -0.74, 1.19], [0.39, 0.08, -0.07], [-0.14, 0.23, -0.40], [-0.14, -0.01, 0.01], [0.15, 0.01, 0.01], [0.09, -0.07, -0.02], [0.04, 0.05, -0.03], [-0.10, -0.01, -0.02], [0.21, -0.24, -0.28], [0.01, 0.03, -0.04], [-0.06, 0.04, -0.04], [-0.01, -0.01, -0.11], [-0.01, 0.12, -0.07], [0.03, 0.11, 0.03], [-0.07, -0.08, 0.09], [-0.13, -0.08, 0.00], [0.30, -0.04, 0.28], [0.08, -0.02, 0.43], [0.07, 0.04, -0.09], [0.09, -0.06, 0.00], [-0.05, -0.09, 0.08], [0.00, 0.03, -0.01], [-0.04, 0.01, -0.08], [0.01, 0.03, -0.05], [-0.02, -0.04, 0.05], [-0.06, -0.05, 0.08], [-0.03, -0.02, 0.14], [-0.05, -0.04, 0.05], [-0.16, -0.01, -0.05], [-0.11, 0.04, 0.01], [0.00, -0.01, 0.03], [-0.02, 0.05, 0.14], [0.00, 0.01, 0.02], [0.04, 0.03, 0.10], [0.10, -0.03, 0.01], [-0.58, 0.76, 0.71], [0.53, -0.69, -0.79], [-0.45, 1.49, 0.60], [-0.35, -0.50, -0.05], [-0.02, -0.01, -0.16], [-0.17, 0.03, 0.01], [0.23, -0.02, 0.06]],
  "orbital_gap_ev": [6.29, 7.05],
  "multiplicity": 6,
  "largest_force_ev_per_a": 1.662
}



# 2
{
  "formula": "C28H52FMgN4O10P2SeSi4",
  "method": "wB97M-V/def2-TZVPD",
  "elements": ["Mg", "C", "C", "O", "P", "O", "O", "O", "P", "O", "O", "O", "H", "H", "H", "H", "H", "H", "H", "C", "C", "N", "C", "C", "C", "O", "O", "C", "O", "C", "C", "C", "F", "C", "C", "C", "N", "C", "C", "N", "C", "C", "H", "H", "H", "H", "H", "H", "H", "H", "H", "H", "H", "H", "H", "H", "H", "H", "H", "H", "Se", "C", "N", "C", "Si", "C", "C", "Si", "Si", "C", "C", "C", "Si", "C", "C", "C", "H", "H", "H", "H", "H", "H", "H", "H", "H", "H", "H", "H", "H", "H", "H", "H", "H", "H", "H", "H", "H", "H", "H", "H", "H", "H", "H"],
  "positions_angstrom": [[-0.11208, -0.11904, -0.25498], [-3.99520, -1.81835, -1.74697], [-3.44662, -0.66797, -0.91747], [-4.51200, 0.06028, -0.27231], [-2.51636, -1.24870, 0.54391], [-1.83470, -2.64051, 0.28684], [-3.66706, -1.73272, 1.54669], [-1.64407, -0.21603, 1.15875], [-2.41381, 0.49103, -1.97650], [-3.50971, 1.72986, -2.09480], [-2.17479, -0.10804, -3.29324], [-1.29499, 1.06862, -1.14634], [-4.55445, -2.51438, -1.11787], [-3.18705, -2.35843, -2.23892], [-4.65505, -1.41401, -2.51483], [-4.65728, 0.85106, -0.81757], [-0.96462, -2.61615, -0.20200], [-4.46573, -1.20124, 1.37595], [-3.17415, 2.46930, -1.56138], [6.71843, -3.64460, 0.27353], [6.27076, -2.38046, 1.00655], [4.82829, -2.20148, 0.97586], [4.29423, -1.44654, -0.03464], [2.99213, -1.09830, -0.12339], [2.60733, -0.15056, -1.25525], [3.46890, 0.08006, -2.10365], [1.45342, 0.36740, -1.16747], [2.07978, -1.54345, 0.88563], [0.87588, -1.25417, 0.91782], [2.63161, -2.38659, 1.91742], [1.78674, -2.88252, 2.91487], [2.29304, -3.68111, 3.89925], [1.47294, -4.10479, 4.89675], [3.62192, -4.07451, 3.92358], [4.47116, -3.59222, 2.92921], [3.99991, -2.73111, 1.94177], [4.19329, -4.91468, 4.92916], [3.33332, -5.90715, 5.53914], [4.21541, -6.96929, 6.17989], [5.06373, -6.28673, 7.21592], [5.90920, -5.20863, 6.60036], [4.97782, -4.21224, 5.92665], [7.80536, -3.73187, 0.29309], [6.38782, -3.60055, -0.76381], [6.28046, -4.53285, 0.73110], [6.71788, -1.50767, 0.53350], [6.60627, -2.39341, 2.04459], [4.97798, -1.09919, -0.79895], [0.74162, -2.59849, 2.89136], [5.49820, -3.92921, 2.95507], [2.70766, -6.36581, 4.77655], [2.66783, -5.49173, 6.31301], [4.88074, -7.41093, 5.44081], [3.62860, -7.74763, 6.66460], [5.64157, -6.95920, 7.71561], [4.43116, -5.84040, 7.88445], [6.55533, -5.67608, 5.86006], [6.51337, -4.74616, 7.37902], [5.56566, -3.43784, 5.43874], [4.35172, -3.72496, 6.69567], [0.47302, -2.85675, -1.92285], [-0.77599, -4.10646, -2.28055], [-1.56425, -4.92550, -2.50984], [0.64807, 3.37236, 4.71705], [0.47948, 1.78595, 3.64573], [1.94384, 0.71097, 4.24839], [-1.09171, 0.93319, 4.30157], [0.49466, 2.16131, 1.30575], [-1.21316, 3.73291, 0.86807], [-1.16650, 5.37128, 1.87316], [-2.95377, 3.05146, 1.25873], [-1.20147, 4.35944, -0.93726], [2.50449, 3.27465, 0.69911], [4.07763, 2.36442, 1.30411], [2.66814, 5.01050, 1.50553], [2.69936, 3.58255, -1.16048], [0.65186, 3.15477, 5.79302], [-0.17715, 4.05928, 4.51834], [1.57443, 3.90096, 4.47728], [1.88545, 0.48855, 5.31939], [2.90065, 1.20459, 4.05425], [1.95356, -0.23791, 3.71140], [-0.95905, 0.49674, 5.29674], [-1.37887, 0.13475, 3.61453], [-1.92917, 1.63350, 4.34906], [-1.19709, 5.18032, 2.94867], [-2.01391, 6.02071, 1.62494], [-0.24922, 5.92850, 1.66792], [-3.19160, 3.17839, 2.31790], [-2.97705, 1.98027, 1.05143], [-3.75140, 3.53177, 0.68177], [-0.45418, 5.14549, -1.06869], [-2.16672, 4.76678, -1.25690], [-0.93580, 3.53937, -1.60758], [4.26564, 2.54021, 2.36672], [4.96215, 2.68380, 0.74405], [3.96948, 1.28754, 1.15630], [2.60402, 4.94876, 2.59471], [1.85769, 5.65924, 1.16562], [3.61735, 5.49660, 1.24835], [2.51908, 2.65336, -1.70292], [3.70429, 3.93039, -1.41660], [1.97934, 4.32259, -1.51807]],
  "atomic_forces_ev_per_a": [[0.33, 1.85, 0.72], [0.04, -0.07, 0.04], [0.17, -0.05, -0.02], [-0.13, -0.08, -0.08], [-1.15, -0.73, 1.15], [0.12, 0.22, -0.04], [-0.33, 0.19, -0.30], [-0.03, -0.70, -0.42], [-0.63, 0.80, -0.63], [0.25, -0.06, 0.20], [-0.14, -0.21, -0.05], [-0.68, -0.15, -0.78], [-0.01, 0.02, 0.00], [-0.01, 0.00, -0.01], [0.02, -0.01, -0.02], [0.07, 0.03, 0.10], [-0.12, -0.30, -0.13], [0.21, -0.03, 0.10], [-0.04, -0.11, -0.12], [-0.13, 0.13, 0.11], [0.20, -0.34, -0.15], [-0.09, 0.12, -0.18], [-0.05, -0.14, 0.38], [0.14, 0.02, -0.06], [-0.17, 0.48, -0.35], [0.05, -0.12, 0.20], [1.35, -0.47, -0.98], [-0.35, 0.57, -0.73], [0.63, -1.06, 0.95], [0.38, -0.84, 0.84], [0.08, 0.17, -0.31], [-0.31, -0.01, 0.11], [-0.06, -0.02, 0.09], [0.57, 0.33, -0.58], [-0.17, -0.34, 0.60], [-0.14, 0.39, -0.31], [-0.17, 0.08, 0.18], [0.19, -0.15, 0.07], [-0.32, -0.03, -0.33], [0.04, -0.01, -0.11], [0.08, 0.40, -0.19], [0.04, -0.17, 0.01], [0.00, -0.02, -0.01], [0.03, -0.05, -0.01], [0.03, -0.04, -0.04], [-0.04, 0.05, 0.06], [-0.01, 0.09, -0.01], [-0.01, 0.08, 0.01], [-0.01, 0.01, 0.04], [0.02, 0.01, -0.10], [-0.02, -0.04, 0.04], [-0.03, 0.01, -0.08], [0.09, 0.00, 0.08], [0.04, 0.04, 0.10], [-0.01, -0.01, 0.07], [0.05, -0.08, 0.13], [-0.02, -0.11, 0.05], [-0.07, -0.06, 0.08], [0.04, 0.01, 0.06], [-0.03, 0.05, -0.06], [0.40, 0.58, 0.22], [-0.50, -0.59, -0.18], [0.04, 0.05, 0.01], [0.01, -0.25, 0.08], [0.12, 0.90, 0.12], [-0.01, -0.04, -0.18], [0.09, -0.12, -0.29], [0.19, -0.03, 0.18], [0.06, 0.55, 0.38], [0.01, -0.13, -0.08], [0.22, -0.28, -0.15], [0.10, -0.40, 0.05], [-0.23, 0.61, 0.66], [-0.13, -0.15, -0.17], [0.16, -0.13, -0.17], [-0.12, -0.31, 0.11], [0.00, -0.02, 0.00], [0.01, -0.02, -0.01], [-0.01, -0.01, -0.02], [-0.09, 0.07, 0.02], [-0.04, 0.03, -0.03], [0.03, -0.11, -0.06], [0.11, 0.09, 0.04], [-0.06, -0.02, 0.00], [0.02, 0.04, -0.04], [-0.01, -0.01, -0.03], [-0.03, -0.03, -0.05], [-0.02, -0.02, 0.02], [0.05, 0.03, 0.03], [-0.07, -0.03, 0.00], [0.05, 0.11, -0.01], [0.03, 0.01, 0.05], [-0.04, 0.03, 0.11], [0.01, 0.02, -0.07], [-0.09, 0.03, 0.01], [-0.02, 0.07, -0.01], [0.03, -0.07, 0.01], [-0.03, -0.03, -0.01], [0.02, 0.00, 0.00], [0.01, 0.00, -0.02], [-0.01, 0.00, -0.09], [0.03, 0.05, 0.11], [-0.03, -0.01, 0.05]],
  "orbital_gap_ev": 1.56,
  "largest_force_ev_per_a": 2.015,
  "total_charge": -1
}



# 3
{
  "formula": "C3H3N3",
  "method": "wB97M-V/def2-TZVPD",
  "elements": ["C", "C", "C", "H", "H", "H", "N", "N", "N"],
  "positions_angstrom": [[-0.75502, -1.01284, -0.01023], [1.30074, -0.14804, -0.02883], [-0.50615, 1.17144, 0.01128], [-1.47151, -1.86719, 0.08558], [2.35627, -0.33566, 0.04080], [-0.95907, 2.17505, 0.08570], [0.51854, -1.26971, 0.01811], [0.83713, 1.10039, 0.00140], [-1.37897, 0.16424, -0.02600]],
  "atomic_forces_ev_per_a": [[-2.45, -1.49, 0.51], [-1.48, -0.71, 0.68], [-0.52, 0.77, -0.02], [0.88, 0.50, -0.32], [0.37, 0.22, -0.26], [0.45, -0.46, -0.14], [1.72, 1.21, -0.35], [-0.28, -0.78, -0.13], [1.30, 0.73, 0.03]],
  "orbital_gap_ev": 10.81,
  "smiles": "c1ncncn1",
  "largest_force_ev_per_a": 2.906
}



# 4
{
  "formula": "C6H8OS",
  "method": "wB97M-V/def2-TZVPD",
  "elements": ["C", "C", "C", "C", "C", "C", "H", "H", "H", "H", "H", "H", "H", "H", "O", "S"],
  "positions_angstrom": [[-1.77539, -0.82125, 0.70859], [-1.03474, -0.20336, -0.46451], [-0.60587, 1.26211, -0.22192], [0.87452, 1.12801, 0.00973], [1.22829, -0.12954, -0.26669], [2.53744, -0.75657, -0.25207], [-2.72391, -0.29181, 0.84760], [-1.20609, -0.69325, 1.61736], [-1.96570, -1.89411, 0.54548], [-1.59853, -0.32267, -1.37486], [-0.81990, 1.92801, -1.07148], [-1.15553, 1.69047, 0.62636], [1.58280, 1.91160, 0.32885], [2.53518, -1.82597, -0.51000], [0.19039, -0.93538, -0.67528], [3.93705, -0.04627, 0.15284]],
  "atomic_forces_ev_per_a": [[-0.33, -0.01, -0.35], [0.17, 0.01, 0.27], [-0.22, 0.32, 0.04], [0.36, 0.33, 0.28], [-0.09, 0.04, -0.22], [0.41, -0.30, 0.22], [0.01, -0.18, -0.04], [0.29, -0.04, 0.31], [0.05, 0.44, 0.03], [-0.30, 0.04, -0.32], [0.08, -0.23, 0.07], [0.20, -0.08, -0.03], [-0.62, -0.59, -0.25], [-0.10, 0.39, 0.00], [0.42, -0.05, 0.12], [-0.33, -0.09, -0.12]],
  "orbital_gap_ev": 7.87,
  "smiles": "C[C@H]1CC=C(C=S)O1",
  "largest_force_ev_per_a": 0.890
}



# 5
{
  "formula": "C2HFNO4",
  "method": "wB97M-V/def2-TZVPD",
  "elements": ["C", "C", "N", "O", "O", "O", "O", "F", "H"],
  "positions_angstrom": [[-1.62481, -3.14129, -0.32189], [-1.30609, 0.84126, -0.71628], [-0.99275, -0.18419, -0.00350], [-2.26972, -3.31513, -1.27077], [-1.05989, -3.41644, 0.66365], [-1.35738, -1.28267, -0.67439], [-0.20790, -0.15545, 0.96223], [-0.98807, 2.14687, -0.28971], [-1.82172, 0.73263, -1.56517]],
  "atomic_forces_ev_per_a": [[0.47, 0.08, 0.90], [1.23, 2.58, 3.22], [1.35, 0.12, -1.76], [-1.03, -0.72, -1.46], [0.38, -0.31, 0.75], [0.00, 0.36, 0.61], [-0.31, -0.48, 1.00], [-0.27, -1.67, -0.41], [-1.83, 0.03, -2.85]],
  "orbital_gap_ev": 7.95,
  "largest_force_ev_per_a": 4.310,
  "total_charge": -1
}



# 6
{
  "formula": "C4H15N2O",
  "method": "wB97M-V/def2-TZVPD",
  "elements": ["C", "N", "C", "C", "N", "C", "H", "H", "H", "H", "H", "H", "H", "H", "H", "H", "H", "H", "H", "H", "H", "O"],
  "positions_angstrom": [[0.11171, 1.32855, -0.92235], [0.29276, 1.38185, 0.58848], [1.39488, 2.29637, 0.98287], [-0.26874, -0.06299, -1.51791], [0.18798, -1.13490, -0.44266], [-0.56022, -2.41885, -0.82640], [-0.73026, 2.06094, -1.11675], [1.09804, 1.61837, -1.38417], [-0.62542, 1.76399, 0.91964], [1.21981, 2.91663, 1.91126], [2.23748, 1.56688, 1.05090], [1.63138, 3.12525, 0.29112], [-1.35232, -0.29758, -1.40246], [-0.12915, -0.45807, -2.57010], [-0.05406, -0.67733, 0.53999], [1.28811, -1.32059, -0.52184], [-1.35937, -2.72899, -0.10629], [-1.09658, -2.47220, -1.79747], [0.10324, -3.32597, -0.76523], [-1.63341, -0.64650, 1.95084], [-0.93211, -1.60696, 2.90984], [-0.82375, -0.90788, 2.22868]],
  "atomic_forces_ev_per_a": [[0.48, 1.01, -0.41], [-2.15, 0.62, -1.05], [0.63, -0.09, 0.41], [-1.55, -1.61, 2.23], [1.42, -0.33, -1.74], [-0.11, -2.23, 1.34], [1.29, -0.76, -0.66], [-1.20, 0.13, 0.35], [1.33, -0.45, -0.07], [-0.03, -1.54, -0.53], [-0.06, 1.35, 0.37], [-0.19, -0.70, -0.40], [0.34, 0.99, -0.13], [0.95, 1.06, 1.25], [0.81, -1.18, -1.54], [-3.11, 0.62, 0.49], [0.70, 1.04, -0.13], [0.91, 0.86, 0.35], [-0.22, 1.21, -0.26], [-4.20, 1.19, -0.89], [-0.03, 0.71, -0.69], [3.99, -1.93, 1.69]],
  "orbital_gap_ev": 10.24,
  "largest_force_ev_per_a": 4.745,
  "total_charge": 1
}



Which formula does entry 4 have?
C6H8OS